Formula: C6H4N3O6
Source: the Open Molecules 2025 dataset
Level of theory: ωB97M-V/def2-TZVPD

Last column: natural (NBO) charge in e.
Geometry (Å):
O1 -0.7388 -2.3359 2.8008  -0.6155
C1 -0.4181 -1.5436 1.9203  0.7491
N1 -0.9939 -0.2597 1.9805  -0.4528
C2 -0.6798 0.7233 1.2582  0.2007
C3 0.2823 0.5993 -0.0566  -0.0904
N2 1.5523 1.3293 0.1378  0.5268
O2 1.8631 1.8295 1.2106  -0.3845
O3 2.2565 1.4405 -0.8984  -0.3767
C4 -0.4402 1.1180 -1.3277  -0.5568
C5 -1.3129 -0.0785 -1.6550  0.7975
O4 -2.2469 0.0556 -2.3981  -0.6130
O5 -0.8382 -1.2321 -1.0432  -0.5729
C6 0.5400 -0.9056 -0.3398  0.6805
O6 1.4741 -1.2538 -1.0512  -0.7572
N3 0.4291 -1.7773 0.8805  -0.6706
H1 -1.0108 1.6580 1.5393  0.1750
H2 0.3068 1.2879 -2.1105  0.2795
H3 -0.9852 2.0858 -1.5176  0.2475
H4 0.9608 -2.7408 0.6702  0.4336

Properties
SMILES string: O=C1N=C[C@]2([N+](=O)[O-])CC(=O)O[C@]2([O-])N1
Net charge: -1
Orbital gap: 8.7955 eV
HOMO: -5.8 eV
2S+1: 1
Calculated total energy: -846.729974 Ha
Molar mass: 214.113 u